Entry 1:
Entry from the OMol25 dataset: an isolated ion of composition C2H9N2 and charge +1 at a distorted geometry (ωB97M-V/def2-TZVPD).

## Properties
Gap between HOMO and LUMO: 9.759 eV
Molar mass: 61.11 g mol⁻¹
LUMO energy: -3.92 eV
Energy: -5193.1637 eV
SMILES: NCC[NH3+]
HOMO energy: -13.68 eV

The geometry in ORCA input format:
```
! wB97M-V def2-TZVPD RIJCOSX def2/J DEFGRID3
* xyz 1 1
C -0.0795 -0.1041 -0.8629
N 0.3182 1.2042 -1.4416
C -0.0030 0.1307 0.6262
N -0.2172 -1.0356 1.5452
H -1.0630 -0.3871 -1.2408
H 0.6260 -0.8826 -1.1524
H -0.4801 1.6605 -1.8436
H 1.1108 1.0624 -2.0518
H 0.9944 0.4657 0.9197
H -0.6548 0.9472 0.9436
H -0.3198 -0.6736 2.4846
H 0.4539 -1.7861 1.3971
H -1.1126 -1.4956 1.3610
*
```

---

Entry 2:
Entry from the OMol25 dataset: C17H18BN8RuS2 as an isolated structure at a distorted geometry (ωB97M-V/def2-TZVPD).

## Properties
Gap between HOMO and LUMO (spin up / spin down): 7.474 / 5.700 eV
Molar mass: 510.40 g mol⁻¹
LUMO energy (spin up / spin down): -6.09 / -8.53 eV
Energy: -54755.5045 eV
HOMO energy (spin up / spin down): -13.56 / -14.23 eV

The geometry in ORCA input format:
```
! wB97M-V def2-TZVPD RIJCOSX def2/J DEFGRID3
* xyz 2 6
Ru 0.0428 0.0417 0.0359
C -4.0209 -0.5367 1.1388
C -3.0900 -0.0330 0.2544
N -1.8466 -0.3070 0.6930
N -1.9726 -0.9968 1.8595
C -3.2658 -1.1381 2.1414
B -0.7258 -1.6514 2.5281
N 0.2679 -0.5622 2.9741
C 0.7717 -0.2904 4.1827
C 1.6225 0.7982 4.0788
C 1.5848 1.1478 2.7378
N 0.7658 0.3230 2.0720
N -0.0951 -2.5256 1.4004
C 0.0868 -3.8424 1.3343
C 0.5127 -4.1810 0.0532
C 0.5714 -2.9820 -0.6251
N 0.2168 -1.9748 0.1960
H -5.0927 -0.4911 1.0655
H -3.2372 0.4798 -0.6831
H -3.5771 -1.6656 3.0283
H -1.0597 -2.3362 3.4436
H 0.4965 -0.8849 5.0384
H 2.1858 1.2655 4.8666
H 2.1015 1.9412 2.2207
H -0.1084 -4.4648 2.1923
H 0.7282 -5.1640 -0.3258
H 0.8331 -2.7827 -1.6518
C 3.5375 -1.3676 -0.3526
C 3.0854 -0.1255 -1.0275
N 1.9137 0.4371 -0.9256
C 1.8724 1.6990 -1.5684
C 3.0840 1.9712 -2.3150
S 4.2247 0.7322 -2.0217
C 0.8393 2.5385 -1.3085
C 0.6952 3.9072 -1.6828
S -0.6021 4.6022 -0.8197
C -0.9732 3.0942 -0.0813
N -0.1927 2.1091 -0.4337
C -2.1041 3.0151 0.8811
H 2.8883 -1.6344 0.4737
H 4.5515 -1.2237 0.0219
H 3.5751 -2.1896 -1.0709
H 3.3098 2.8402 -2.9068
H 1.3244 4.4789 -2.3421
H -2.4313 4.0118 1.1684
H -1.8026 2.4665 1.7741
H -2.9526 2.5006 0.4296
*
```

---

Entry 3:
Entry from the OMol25 dataset: C12H48N24O12Ti as an isolated structure at a distorted geometry (ωB97M-V/def2-TZVPD).

## Properties
Gap between HOMO and LUMO (spin up / spin down): 3.537 / 8.500 eV
Molar mass: 768.54 g mol⁻¹
LUMO energy (spin up / spin down): -2.32 / -2.45 eV
Energy: -96669.9739 eV
HOMO energy (spin up / spin down): -5.86 / -10.95 eV

The geometry in ORCA input format:
```
! wB97M-V def2-TZVPD RIJCOSX def2/J DEFGRID3
* xyz 1 4
Ti -0.5033 -0.1482 0.4818
C 4.4026 1.9824 -3.5785
O 4.4947 3.0302 -2.9994
N 5.1520 1.6711 -4.5677
N 3.4250 1.0431 -3.3392
H 5.0066 0.7435 -4.9397
H 6.0308 2.1264 -4.7690
H 3.4660 0.0539 -3.5391
H 3.0480 1.4079 -2.4762
C 3.8360 -2.2396 -3.0305
O 3.5984 -1.6434 -4.0421
N 4.2284 -3.5097 -3.1426
N 4.1006 -1.6796 -1.8939
H 4.2697 -4.0108 -4.0185
H 4.6043 -3.9927 -2.3391
H 3.8823 -0.7064 -1.7348
H 4.6860 -2.1911 -1.2492
C -2.9502 -2.6599 4.1688
O -3.2624 -3.1807 5.2347
N -3.6623 -2.6697 3.0662
N -1.7199 -2.2015 3.8968
H -3.2315 -2.2015 2.2818
H -4.6252 -2.9551 3.1732
H -1.0159 -2.2414 4.6199
H -1.5143 -1.8824 2.9609
C -0.5165 2.0827 -1.8450
O -0.4542 1.7919 -0.6439
N 0.5363 2.2744 -2.5935
N -1.6069 2.3348 -2.5368
H 0.3417 1.8834 -3.5042
H 1.4693 2.1087 -2.2438
H -1.3314 2.4592 -3.5005
H -2.5202 2.6279 -2.2207
C -3.1270 0.9655 4.7774
O -2.3215 1.7854 4.5975
N -3.8108 0.5614 3.8088
N -3.4658 0.4360 5.9154
H -4.3024 -0.3202 3.8429
H -3.7594 1.1901 3.0200
H -3.2883 0.8461 6.8211
H -4.1677 -0.2886 5.8674
C -0.3267 -1.8686 -2.2970
O -0.9461 -1.1415 -1.5082
N 0.2390 -2.9689 -2.0581
N -0.0444 -1.5480 -3.5090
H 0.7210 -3.2947 -2.8837
H 0.2440 -3.3748 -1.1333
H -0.4329 -0.6514 -3.7644
H 0.3605 -2.1445 -4.2163
C -0.6133 4.9242 1.0576
O -0.6051 5.7228 1.9216
N -0.2701 5.0369 -0.1763
N -1.1453 3.7671 1.2861
H -0.1988 5.9892 -0.5050
H -0.4957 4.3492 -0.8808
H -0.6876 3.0596 0.7293
H -1.3824 3.6356 2.2590
C 3.3955 3.1346 0.1815
O 2.9977 2.1889 -0.4317
N 4.5151 3.2008 0.7335
N 2.7420 4.2318 0.3360
H 4.8643 4.1431 0.8348
H 5.0983 2.3974 0.5479
H 1.8669 4.2130 -0.1681
H 2.8740 4.7592 1.1872
C 1.6508 -2.6263 1.3668
O 1.1167 -1.5397 1.2681
N 1.4920 -3.4430 2.3802
N 2.4844 -3.0086 0.4199
H 1.9027 -4.3607 2.4757
H 1.0530 -3.0347 3.1930
H 3.0441 -3.8124 0.6661
H 2.6798 -2.3245 -0.2970
C 0.6823 1.0294 3.0718
O -0.2742 1.0647 2.3770
N 1.7408 1.7467 2.8146
N 0.8595 0.4450 4.1977
H 1.8261 2.0956 1.8707
H 2.5497 1.6288 3.4078
H 0.0144 0.0965 4.6270
H 1.7471 0.5272 4.6725
C -3.4615 -3.7037 -2.3039
O -3.9842 -4.4969 -1.6291
N -3.7412 -2.4345 -2.2802
N -2.6779 -3.9280 -3.3085
H -4.3548 -2.0910 -1.5552
H -3.6142 -1.8347 -3.0828
H -2.1718 -3.1849 -3.7686
H -2.4903 -4.8716 -3.6160
C -3.8738 -0.1835 0.0883
O -2.8947 -0.6081 0.6999
N -3.8509 0.5678 -0.9935
N -5.0983 -0.5529 0.1626
H -2.9417 0.7785 -1.3798
H -4.6342 0.7818 -1.5941
H -5.7594 0.1773 -0.0607
H -5.2120 -1.3442 0.7800
*
```

---

Entry 4:
Entry from the OMol25 dataset: C4H22O7 as an isolated structure at a distorted geometry (ωB97M-V/def2-TZVPD).

## Properties
Gap between HOMO and LUMO: 8.363 eV
Molar mass: 182.21 g mol⁻¹
LUMO energy: -0.18 eV
Energy: -18827.6210 eV
HOMO energy: -8.55 eV

The geometry in ORCA input format:
```
! wB97M-V def2-TZVPD RIJCOSX def2/J DEFGRID3
* xyz 0 1
O 2.0807 0.1168 2.0568
H 1.8216 -0.6061 2.6283
H 1.3882 0.1616 1.3975
O -0.7638 -1.0180 1.8173
H -0.0546 -1.3008 2.3946
H -0.9562 -0.1222 2.0945
O 0.5284 0.4896 0.5975
H -0.3726 0.2070 0.4404
H 0.4449 1.2461 1.1780
O 0.8943 0.9661 -1.2435
H 0.1346 0.4869 -1.5745
H 0.8227 0.9013 -0.2912
O -0.0239 2.5403 1.5819
H 0.4918 3.2356 1.1734
H -0.9337 2.7888 1.4184
C -2.0451 1.6523 -1.2784
C -2.2270 0.1685 -1.0526
O -0.9882 -0.4540 -0.7963
H -1.0591 1.7915 -1.7218
H -2.1540 2.1928 -0.3382
H -2.7881 1.9521 -2.0175
H -2.5462 -0.4030 -1.9241
H -2.9457 -0.2226 -0.3325
H -1.1688 -1.3759 -0.5985
C 1.6522 -1.7370 0.3354
C 0.9465 -1.6956 -1.0042
O 1.8891 -2.2033 -1.9263
H 1.0456 -1.3231 1.1408
H 2.5090 -1.0634 0.3488
H 1.8901 -2.7828 0.5298
H 0.6570 -0.6873 -1.3003
H 0.0078 -2.2492 -1.0236
H 1.8226 -1.6530 -2.7101
*
```

---

Entry 5:
Entry from the OMol25 dataset: an isolated molecule of C20H10F5NO3S at a distorted geometry (ωB97M-V/def2-TZVPD).

## Properties
Gap between HOMO and LUMO: 7.920 eV
Molar mass: 439.36 g mol⁻¹
LUMO energy: -0.48 eV
Energy: -52955.9573 eV
SMILES: Cc1csc(-c2cc3ccc(OCc4c(F)c(F)c(F)c(F)c4F)cc3oc2=O)n1
HOMO energy: -8.40 eV

The geometry in ORCA input format:
```
! wB97M-V def2-TZVPD RIJCOSX def2/J DEFGRID3
* xyz 0 1
O -2.5205 0.0155 -3.6427
F 0.6593 6.8162 5.4423
F 0.4635 4.5740 7.1490
F 1.0948 6.3854 2.8161
F 0.7274 2.0960 6.1595
F 1.2607 3.8548 1.7029
N -0.4065 -3.5028 -4.2007
O -1.7262 0.3530 -1.5271
O -0.1809 1.2366 2.7840
S -2.2100 -2.2150 -5.4725
C -1.7905 -0.3211 -2.7171
C -1.1052 -2.4336 -4.1148
C -1.6560 -3.7243 -6.1381
C -1.0020 -1.5836 -2.8745
C -0.1795 -1.9874 -1.8451
C -0.6886 -4.2386 -5.3302
C 0.6003 -0.7657 1.6655
C -0.8528 0.7997 0.5776
C 0.6701 -1.5802 0.5039
C 0.8283 5.5332 4.9934
C 0.6678 4.4456 5.8106
C 0.9991 5.3000 3.6200
C 0.8240 3.1389 5.3040
C 1.1079 4.0172 3.0704
C -0.1263 0.4225 1.6970
C -0.9280 -0.0514 -0.5202
C -0.0980 -1.2003 -0.5933
C 1.0018 2.9028 3.9385
C 0.0349 -5.5311 -5.6269
C 1.1063 1.5166 3.3769
H -1.9396 -4.1638 -7.0873
H 0.4248 -2.9321 -2.0036
H 1.2826 -1.0491 2.4252
H -1.4910 1.6912 0.5972
H 1.2997 -2.4736 0.4538
H -0.1045 -6.2987 -4.8377
H 1.1096 -5.3708 -5.8181
H -0.3740 -5.9685 -6.5419
H 1.3402 0.8242 4.2038
H 1.8769 1.4686 2.6002
*
```

---

Entry 6:
Entry from the OMol25 dataset: an isolated molecule of C5H11N3O at a distorted geometry (ωB97M-V/def2-TZVPD).

## Properties
Gap between HOMO and LUMO: 9.019 eV
Molar mass: 129.16 g mol⁻¹
LUMO energy: 0.92 eV
Energy: -11876.7632 eV
SMILES: C/C=C\N(N)/C=N\OC
HOMO energy: -8.10 eV

The geometry in ORCA input format:
```
! wB97M-V def2-TZVPD RIJCOSX def2/J DEFGRID3
* xyz 0 1
C 1.0043 0.3826 3.3441
C 0.2271 0.4022 0.0699
C 0.1130 -0.6664 -1.9880
C -0.8935 0.0052 -2.4354
C -1.8443 0.9179 -1.7003
H 0.2262 0.8759 3.9116
H 1.6211 -0.3577 3.8120
H 1.7077 1.1482 2.8617
H 0.0650 1.2716 -0.5276
H 0.3843 -2.3948 0.3561
H 1.8702 -1.5362 0.3684
H 0.6045 -1.4002 -2.5954
H -1.0675 -0.1593 -3.5593
H -1.5054 1.9700 -1.9143
H -1.8825 0.9026 -0.6205
H -2.9266 0.8149 -2.0628
N 0.1635 0.7091 1.2821
N 0.5371 -0.6757 -0.6394
N 1.1007 -1.8854 -0.1762
O 0.4950 -0.3245 2.2135
*
```

---

Entry 7:
Entry from the OMol25 dataset: an isolated molecule of C5H8O (ωB97M-V/def2-TZVPD).

## Properties
Gap between HOMO and LUMO: 9.314 eV
Molar mass: 84.12 g mol⁻¹
LUMO energy: 0.87 eV
Energy: -7358.1773 eV
SMILES: CC=C=COC
HOMO energy: -8.45 eV

The geometry in ORCA input format:
```
! wB97M-V def2-TZVPD RIJCOSX def2/J DEFGRID3
* xyz 0 1
C -2.1422 0.1173 0.1150
O -1.7722 -0.9570 -0.7522
C -0.7302 -0.7464 -1.5284
C 0.0953 0.3240 -1.4209
C 1.0957 -0.0556 -0.6179
C 2.2066 0.6125 0.1104
H -2.2821 1.0054 -0.5063
H -3.0675 -0.2249 0.5718
H -1.3896 0.3485 0.8763
H 1.0637 -1.1149 -0.3242
H -0.5364 -1.6138 -2.1576
H 1.9509 0.5692 1.1784
H 3.1104 0.0029 0.0000
H 2.4068 1.6444 -0.1755
*
```

---

Energy relative to the best compared isomer or geometry (same formula, charge and spin)? In order: 76.24 0.00 0.00 1021.30 16.69 483.17 393.47 kJ/mol.